Record 1
The following is a DFT calculation (ωB97M-V/def2-TZVPD) of C26H41Cl3O3PRuS as an isolated structure.

The geometry in XYZ format:
```
76
Properties=species:S:1:pos:R:3:forces:R:3:lowdin_spin:R:1
Ru -0.76564 -0.10939 -1.84848 -0.4 -0.3 0.0 2.438
Cl 0.69819 -6.16647 -5.23811 0.0 0.0 0.0 0.174
C 0.74763 -4.73796 -4.38122 0.0 0.1 0.0 0.197
C -0.45588 -3.97280 -4.26394 0.0 0.0 0.0 0.095
C -0.40459 -2.81413 -3.56724 0.1 0.0 0.1 0.060
Cl -1.82624 -1.80295 -3.39274 0.2 0.1 0.0 0.062
C 0.79180 -2.33007 -2.95595 -0.1 0.1 0.0 0.186
O 0.84268 -1.20470 -2.33530 0.1 -0.1 0.1 0.218
C 1.98629 -3.13003 -3.09805 0.0 0.0 0.0 0.090
Cl 3.41467 -2.54523 -2.40248 0.0 0.0 0.0 0.041
C 1.95316 -4.30433 -3.79690 0.0 0.0 0.0 -0.002
H -1.36593 -4.32828 -4.73041 0.0 0.0 0.0 0.002
H 2.85007 -4.89893 -3.91122 0.0 0.0 0.0 -0.002
C -2.39641 3.31961 -3.53707 0.0 0.0 0.0 0.000
S -2.44379 2.62498 -1.89852 0.0 -0.1 0.0 0.006
C -4.17090 2.80421 -1.52329 0.0 0.0 0.0 0.004
O -2.32739 1.06364 -2.16768 0.0 0.1 0.1 0.054
H -2.65208 4.37674 -3.44827 0.0 0.0 0.0 0.000
H -3.11517 2.79868 -4.16827 0.0 0.0 0.0 0.000
H -1.38340 3.22484 -3.92333 0.0 0.0 0.0 0.000
H -4.37259 3.87506 -1.46179 0.0 0.0 0.0 0.001
H -4.35850 2.33237 -0.56189 0.0 0.0 0.0 0.000
H -4.75728 2.34021 -2.31539 0.0 0.0 0.0 0.000
O -0.75336 -0.21231 0.04255 0.1 0.2 0.0 0.239
P 0.37887 0.11946 1.14367 0.1 0.0 0.1 0.029
C 1.81458 0.62655 0.14954 -0.1 0.1 0.0 0.004
C 3.02574 1.03210 1.02511 0.0 0.0 0.1 0.002
C 3.14761 2.53445 1.26525 0.0 0.0 -0.1 0.000
C 3.15444 3.29008 -0.05952 0.0 0.0 0.1 0.006
C 1.82610 3.09065 -0.78436 0.0 0.0 0.0 0.009
C 1.55390 1.60389 -1.02275 0.2 -0.1 0.0 0.048
C -0.21256 1.40195 2.27274 0.0 0.0 0.0 0.006
C -1.17365 0.90647 3.36939 0.0 0.0 0.0 0.000
C -2.56602 0.55619 2.83915 0.0 0.0 0.0 0.000
C -3.04213 1.54686 1.76254 0.0 0.0 0.0 0.001
C -2.27782 2.86282 1.84922 0.0 -0.1 0.0 0.000
C -0.79948 2.63204 1.52822 0.0 0.0 -0.1 0.000
C 0.77683 -1.39698 2.08395 -0.1 -0.1 -0.1 0.005
C 1.91149 -2.25921 1.48094 0.0 0.1 0.0 0.001
C 1.34514 -3.31383 0.53475 0.0 0.0 0.0 0.001
C 0.50829 -4.34012 1.31663 0.0 -0.1 0.0 0.000
C -0.09165 -3.72041 2.58248 0.0 0.0 0.0 0.000
C -0.49291 -2.26846 2.33481 0.0 0.0 0.0 0.001
H 2.05022 -0.34043 -0.31042 0.0 0.0 0.0 0.000
H 3.92805 0.69298 0.51019 0.0 0.0 0.0 0.000
H 3.00282 0.48896 1.97441 0.0 0.0 0.0 0.000
H 4.06662 2.72172 1.81969 0.0 0.0 0.0 0.000
H 2.32752 2.90437 1.89051 0.0 0.0 0.0 0.000
H 3.98102 2.93659 -0.68312 0.0 0.0 0.0 0.000
H 3.31491 4.35500 0.10490 0.0 0.0 0.0 0.001
H 1.83761 3.59639 -1.75137 0.0 0.0 0.0 0.000
H 1.03108 3.54825 -0.19573 0.0 0.0 0.0 0.000
H 2.17528 1.27018 -1.85711 0.0 0.0 0.0 0.001
H 0.49396 1.53366 -1.38274 -0.1 0.0 -0.1 0.017
H 0.73628 1.68008 2.75317 0.0 0.0 0.0 0.001
H -1.24926 1.72478 4.08737 0.0 0.0 0.0 0.000
H -0.74461 0.07806 3.92894 0.0 0.0 0.0 0.000
H -3.26090 0.55386 3.67839 0.0 0.0 0.0 0.000
H -2.58027 -0.45641 2.43167 0.0 0.0 0.0 0.000
H -4.11642 1.71168 1.85705 0.0 0.0 0.0 0.000
H -2.87473 1.10275 0.77125 0.0 0.0 0.0 0.000
H -2.39242 3.29693 2.84361 0.0 0.0 0.0 0.000
H -2.68031 3.60394 1.15400 0.0 0.0 0.0 0.000
H -0.21349 3.51905 1.76900 0.0 0.0 0.0 0.000
H -0.71710 2.48981 0.44647 0.0 0.0 0.0 0.000
H 1.11049 -0.99160 3.04557 0.0 0.0 0.0 0.001
H 2.41407 -2.76146 2.30854 0.0 0.0 0.0 0.000
H 2.67944 -1.65405 1.00153 0.0 0.0 0.0 0.000
H 2.15556 -3.80649 -0.00331 0.0 0.0 0.0 0.000
H 0.72386 -2.81203 -0.22111 0.0 0.0 0.0 0.001
H 1.12657 -5.19626 1.58681 0.0 0.0 0.0 0.000
H -0.29072 -4.73030 0.68147 0.0 0.0 0.0 0.000
H 0.62118 -3.76407 3.40835 0.0 0.0 0.0 0.000
H -0.96425 -4.28565 2.90651 0.0 0.0 0.0 0.000
H -1.04925 -1.88237 3.18489 0.0 0.0 0.0 0.000
H -1.16494 -2.23519 1.47385 0.0 0.0 0.0 0.000
```
Positions in Å, forces in eV/Å.

Calculated values
**E_LUMO (alpha / beta)**: -0.3950 / -0.4454 hartree
**Multiplicity**: 5
**Total charge**: +3

Record 2
The following is a DFT calculation (ωB97M-V/def2-TZVPD) of C26H41Cl5MgN7O2S2 as an isolated structure.

The geometry in XYZ format:
```
84
Properties=species:S:1:pos:R:3:forces:R:3:mulliken_charge:R:1
Mg -0.04082 -1.03953 1.45954 -0.1 -0.1 -0.4 0.703
Cl 1.94691 0.43744 2.78569 0.1 0.1 0.1 -0.090
C 0.55828 0.41298 3.85736 0.0 0.0 0.0 1.152
C -0.61854 -0.09912 3.32057 0.3 0.1 0.2 -1.386
C -1.67143 -0.12556 4.22235 -0.1 0.1 0.1 0.831
Cl -3.23032 -0.71045 3.67611 -0.1 -0.4 0.4 -0.240
C -1.58983 0.33098 5.53864 0.0 0.1 0.1 -0.227
Cl -2.95427 0.29180 6.58704 0.0 0.0 0.0 -0.184
C -0.38028 0.84087 6.01046 0.0 0.0 0.0 0.531
Cl -0.24673 1.42616 7.61772 0.0 0.0 0.0 -0.181
C 0.71965 0.87952 5.15690 0.0 0.0 0.0 -0.339
Cl 2.22799 1.49731 5.70616 0.0 0.0 0.0 -0.185
C -1.11967 -6.43981 3.35118 0.0 0.0 0.0 -1.088
N -0.65713 -5.16711 2.83888 0.0 0.0 0.0 0.058
C 0.74455 -4.79517 2.70817 0.0 0.0 0.0 -0.368
C 0.60340 -3.36881 2.21591 0.0 -0.1 0.1 0.446
O 1.48892 -2.57277 1.89837 -0.1 0.0 0.0 -0.697
N -0.69840 -3.03231 2.14796 0.0 -0.1 0.0 -0.268
C -1.41020 -4.10434 2.51657 0.0 0.0 0.0 0.153
N -2.73383 -4.07915 2.51744 0.0 0.0 0.0 -0.305
H -0.41836 -7.21665 3.05397 0.0 0.0 0.0 0.350
H -2.08679 -6.69131 2.91819 0.0 0.0 0.0 0.391
H -1.20041 -6.43484 4.43950 0.0 0.0 0.0 0.325
H 1.26733 -5.41704 1.97871 0.0 0.0 0.0 0.345
H 1.28185 -4.83501 3.65760 0.0 0.0 0.0 0.340
H -3.17680 -3.20108 2.27791 0.0 0.0 0.0 0.076
H -3.28992 -4.83254 2.87824 0.0 0.0 0.0 0.220
C 0.93151 -3.64396 -1.36558 0.0 0.0 0.0 -1.389
C -0.26373 -2.74824 -1.23140 0.2 0.1 -0.1 1.015
C -1.33105 -2.83888 -2.27165 0.0 0.0 0.0 -0.925
O -0.33352 -1.93399 -0.32883 -0.2 -0.1 -0.1 -0.015
H 1.35641 -3.52897 -2.36488 0.0 0.0 0.0 0.403
H 0.61739 -4.68737 -1.28145 0.0 0.0 0.0 0.375
H 1.68125 -3.40851 -0.61439 0.0 0.0 0.0 0.269
H -1.49265 -3.87293 -2.57461 0.0 0.0 0.0 0.477
H -0.97089 -2.29956 -3.15377 0.0 0.0 0.0 0.079
H -2.24992 -2.37208 -1.92144 0.0 0.0 0.0 0.095
C 3.97725 3.80762 -2.43424 0.0 0.0 0.0 -1.000
C 4.34053 3.98284 -0.96007 0.0 0.0 0.0 -0.676
C 3.68656 2.97860 -0.00994 0.0 0.0 0.0 -0.354
C 2.22161 3.23899 0.31960 0.0 0.0 0.0 -0.512
N 1.30754 3.10599 -0.81326 0.0 0.0 0.0 -0.148
C 0.89805 1.94958 -1.34873 -0.1 0.0 0.0 -0.085
S 1.27496 0.43438 -0.68708 0.0 0.1 0.1 -0.310
N 0.15691 2.05757 -2.46864 0.1 0.0 0.0 0.024
C -0.39820 0.93274 -3.21244 0.0 0.0 0.0 -0.831
C 0.60206 0.27284 -4.15286 0.0 0.0 0.0 -0.219
C 1.11427 1.20218 -5.24691 0.0 0.0 0.0 -0.337
C 2.06475 0.49726 -6.20604 0.0 0.0 0.0 -1.373
H 4.60765 4.43375 -3.06543 0.0 0.0 0.0 0.450
H 2.94218 4.07886 -2.64815 0.0 0.0 0.0 0.168
H 4.11791 2.77033 -2.74609 0.0 0.0 0.0 0.244
H 4.10663 5.00244 -0.63655 0.0 0.0 0.0 0.280
H 5.42308 3.88087 -0.86336 0.0 0.0 0.0 0.355
H 4.22081 2.98588 0.94352 0.0 0.0 0.0 0.455
H 3.78341 1.96679 -0.41191 0.0 0.0 0.0 0.213
H 2.09653 4.25855 0.68985 0.0 0.0 0.0 0.591
H 1.88544 2.56067 1.10013 0.0 0.0 0.0 -0.192
H 1.07497 3.95399 -1.30642 0.0 0.0 0.0 0.418
H 0.12303 2.95894 -2.91965 0.0 0.0 0.0 0.378
H -1.24181 1.32862 -3.78330 0.0 0.0 0.0 0.568
H -0.78953 0.21930 -2.48738 0.0 0.0 0.0 -0.108
H 0.11612 -0.59484 -4.61162 0.0 0.0 0.0 0.442
H 1.44022 -0.10502 -3.56167 0.0 0.0 0.0 0.195
H 1.63197 2.05106 -4.78889 0.0 0.0 0.0 0.171
H 0.26570 1.61422 -5.80310 0.0 0.0 0.0 0.307
H 2.93219 0.10350 -5.67356 0.0 0.0 0.0 0.313
H 2.42685 1.17380 -6.97911 0.0 0.0 0.0 0.399
H 1.56860 -0.33969 -6.70033 0.0 0.0 0.0 0.339
S -3.53845 -1.15437 0.15183 -0.1 -0.1 -0.1 -0.439
C -3.29303 0.51528 0.19481 0.2 0.2 0.1 0.311
N -3.59818 1.29078 -0.86259 -0.1 0.0 0.0 -0.119
C -3.52720 2.74551 -0.85572 0.0 0.0 0.0 -0.862
C -2.40032 3.18172 0.06586 0.0 0.0 0.0 0.069
C -2.59559 2.54603 1.43018 0.0 0.0 0.0 -0.647
N -2.74802 1.10878 1.26479 0.0 0.1 -0.3 0.301
H -4.09570 0.81734 -1.59810 0.0 0.0 0.0 0.278
H -4.47792 3.17562 -0.52561 0.0 0.0 0.0 0.355
H -3.34744 3.08259 -1.87681 0.0 0.0 0.0 0.441
H -2.38269 4.26755 0.15390 0.0 0.0 0.0 0.501
H -1.44597 2.85245 -0.34981 0.0 0.0 0.0 -0.334
H -3.47465 2.96675 1.92804 0.0 0.0 0.0 0.347
H -1.73218 2.72232 2.07184 0.0 0.0 0.0 0.337
H -2.58082 0.49904 2.05190 0.0 0.2 -0.2 -0.452
```
Positions in Å, forces in eV/Å.

Calculated values
**E_LUMO**: -0.0712 hartree
**Multiplicity**: 1
**Total charge**: +1

Record 3
The following is a DFT calculation (ωB97M-V/def2-TZVPD) of a 7-piece molecular cluster, C26H41ClN2O8 overall in a non-equilibrium geometry.

The geometry in XYZ format:
```
78
Properties=species:S:1:pos:R:3:forces:R:3:mulliken_charge:R:1
N 2.74178 5.90271 1.23491 -1.7 2.7 0.1 -0.389
N 3.78710 5.02016 1.01296 2.7 -3.5 0.7 0.074
C 4.11230 4.55334 2.44770 0.6 -3.3 2.6 0.162
O 3.78047 3.39492 3.02445 2.1 7.7 -3.7 -0.562
C 5.00138 5.80181 3.02890 1.9 2.4 0.1 0.416
C 5.25928 6.37604 4.54250 2.0 1.9 -4.3 -0.288
C 6.28594 7.69184 4.65402 -0.9 -1.8 -3.5 -0.467
C 7.00296 8.34112 3.28952 -2.6 -3.2 -0.3 0.087
Cl 8.16529 9.77000 3.52652 -1.9 -2.3 -0.5 -0.196
C 6.70323 7.73640 1.75912 -1.9 -2.0 3.6 -0.497
C 5.67258 6.46344 1.68757 1.0 1.0 3.1 0.163
C 5.07771 5.58102 0.44092 2.1 0.1 -3.5 0.349
O 5.56018 5.32397 -0.77730 -3.3 1.8 8.2 -0.537
H 2.32884 5.79838 2.19520 0.5 0.2 -1.4 0.273
H 2.99452 6.89548 1.03675 -0.1 -1.0 0.7 0.280
H 4.72858 5.88208 5.46299 1.4 1.2 -1.9 0.399
H 6.49883 8.16287 5.70944 -0.4 -1.0 -2.5 0.350
H 7.18788 8.16181 0.78266 -1.0 -0.8 2.3 0.361
C 1.30047 2.42135 1.22446 0.2 0.5 0.3 -0.629
C 0.25419 3.33132 0.63863 -0.3 1.4 0.3 0.815
C -0.73305 2.72518 -0.32247 -0.1 0.6 0.0 -0.704
O 0.20765 4.52440 0.93406 -0.1 -1.4 -0.2 -0.564
H 1.94338 2.99526 1.90026 -0.2 -0.3 -0.3 -0.132
H 0.82053 1.62132 1.79366 0.1 -0.1 -0.2 0.425
H 1.91807 2.00274 0.42581 -0.1 -0.1 0.1 0.282
H -1.30358 1.93861 0.17776 0.2 -0.1 -0.2 0.313
H -0.20618 2.32001 -1.19005 -0.2 -0.2 0.2 -0.092
H -1.42840 3.49902 -0.66455 0.2 -0.1 0.1 0.312
C 0.70446 -1.30133 -3.35059 -0.3 0.2 0.6 -0.920
C 0.38880 0.16583 -3.23323 -0.9 0.2 0.7 0.918
C 1.23727 1.12366 -4.02594 -0.3 0.5 0.2 -1.202
O -0.52743 0.56662 -2.51714 1.0 -0.5 -0.9 -0.556
H 0.01172 -1.87289 -2.72384 0.3 0.3 -0.3 0.157
H 0.58616 -1.62503 -4.38770 0.2 -0.1 0.1 0.278
H 1.72448 -1.49053 -3.00668 0.1 0.0 -0.2 0.372
H 1.14279 0.90797 -5.09318 0.2 -0.1 0.1 0.368
H 2.28105 1.04254 -3.71226 0.0 -0.1 -0.2 0.317
H 0.89506 2.14787 -3.84370 0.1 -0.2 0.0 0.296
C 7.00873 3.49221 8.28135 0.0 0.5 0.2 -1.152
C 5.89960 3.80448 7.31270 -0.6 1.1 -0.1 0.870
C 5.41232 2.68550 6.43169 -0.4 0.4 -0.2 -0.964
O 5.41014 4.93080 7.24385 0.6 -1.2 0.2 -0.576
H 7.25764 4.39383 8.85102 -0.1 -0.2 -0.1 0.309
H 6.68502 2.71587 8.97912 0.1 -0.1 -0.2 0.335
H 7.89797 3.16685 7.73556 -0.1 -0.2 0.1 0.326
H 5.01754 1.87314 7.04703 0.2 -0.1 -0.1 0.363
H 6.23036 2.32407 5.80349 0.0 -0.2 0.1 0.308
H 4.61062 3.05625 5.78425 0.2 -0.1 0.1 0.176
C -3.18882 -2.89655 -2.41567 0.3 0.5 -0.1 -0.925
C -2.15374 -3.93519 -2.75595 1.3 0.0 -0.4 0.808
C -2.54122 -5.38048 -2.59240 0.5 0.0 -0.2 -1.023
O -1.03430 -3.61516 -3.15257 -1.5 -0.6 0.4 -0.544
H -2.76961 -1.89846 -2.58144 -0.1 -0.2 0.1 0.231
H -4.06395 -3.01955 -3.05863 -0.1 -0.1 0.2 0.225
H -3.47327 -2.98610 -1.36420 -0.2 -0.1 -0.1 0.339
H -3.38757 -5.61417 -3.24318 0.0 -0.1 0.3 0.220
H -2.79691 -5.58081 -1.54887 -0.2 0.0 -0.1 0.343
H -1.69587 -6.01696 -2.87459 -0.2 0.1 0.0 0.298
C -4.76382 -9.30811 -5.73929 0.6 0.0 -0.1 -1.162
C -4.90334 -8.41138 -4.53831 1.0 0.7 0.6 0.800
C -6.28291 -8.23046 -3.96402 0.4 0.3 0.4 -0.935
O -3.92743 -7.84818 -4.04504 -1.1 -0.7 -0.7 -0.522
H -3.71278 -9.34453 -6.04490 -0.2 0.0 0.1 0.304
H -5.09002 -10.32024 -5.48717 -0.2 0.1 -0.1 0.324
H -5.35564 -8.91288 -6.56878 -0.1 -0.2 0.1 0.323
H -6.67687 -9.19460 -3.63285 -0.1 0.0 -0.2 0.350
H -6.94252 -7.78730 -4.71433 -0.1 -0.2 0.0 0.300
H -6.23149 -7.55782 -3.10132 0.0 -0.3 -0.4 0.281
C -9.47589 -5.53778 -1.00606 0.0 -0.5 -0.1 -1.115
C -8.11642 -5.31723 -1.61365 0.9 -1.2 -0.5 0.719
C -7.62050 -3.89918 -1.70826 0.4 -0.1 -0.2 -0.841
O -7.43680 -6.25964 -2.01723 -1.0 1.4 0.7 -0.531
H -9.70258 -6.60923 -1.00304 0.1 0.2 0.0 0.293
H -9.48530 -5.17538 0.02494 -0.1 0.2 -0.1 0.323
H -10.23564 -5.02131 -1.59813 0.0 0.1 0.2 0.328
H -7.54731 -3.46370 -0.70854 -0.2 0.1 -0.1 0.341
H -8.29754 -3.30959 -2.33152 0.0 0.1 0.2 0.337
H -6.62619 -3.89235 -2.16721 -0.2 0.0 0.1 0.086
```
Positions in Å, forces in eV/Å.

Calculated values
**E_LUMO**: -0.0496 hartree
**Multiplicity**: 1
**SMILES**: NN1C(=O)c2ccc(Cl)cc2C1=O.CC(C)=O.CC(C)=O.CC(C)=O.CC(C)=O.CC(C)=O.CC(C)=O

Taking the records one at a time from the top gives E values of -3455.028709, -4846.534011, -2186.473419 Eh.